Formula: C9H12Cl2IrN6O2S3
Source: OMol25
Level of theory: wB97M-V/def2-TZVPD

```
35
Properties=species:S:1:pos:R:3:forces:R:3:nbo_charge:R:1
Ir 0.030756 -0.903886 0.188612 0.2 -0.6 0.1 0.686
Cl -0.171802 -3.272977 -1.122901 0.0 0.0 0.1 0.065
Cl 0.807720 -2.900107 1.612114 0.0 0.1 -0.1 0.102
S 0.220279 0.642662 1.835456 0.1 0.3 -0.1 -0.042
S 3.076827 -0.065835 2.380173 0.1 0.0 0.0 -0.057
S -0.926309 0.471064 -1.289317 -0.1 0.3 -0.1 0.082
O -1.822279 -1.226939 0.890589 -0.1 -0.1 0.0 -0.550
O 2.348452 2.253565 1.582487 0.0 -0.1 0.0 -0.493
N 3.987883 -0.949579 -1.280664 0.0 0.0 0.0 -0.235
N 2.124074 0.180570 -1.608837 0.0 0.0 0.0 -0.041
N 1.910004 -0.692148 -0.634762 0.0 0.0 -0.2 -0.317
N -2.763411 -0.364960 0.442337 0.0 0.0 0.0 0.003
N 3.355055 -0.010084 -1.941677 0.0 0.0 0.0 0.200
N 3.939541 0.661552 -2.994834 0.0 -0.1 0.0 -0.583
C -3.958726 -0.422645 1.070056 0.0 0.0 0.0 0.043
C 0.286743 -4.098423 0.387032 0.0 0.0 0.0 -0.383
C 1.403353 3.276692 1.218456 0.0 0.0 -0.1 -0.264
C -4.779447 1.240560 -0.421401 0.0 0.0 0.0 -0.135
C -3.549868 1.289407 -1.027335 0.0 0.0 0.0 -0.221
C -2.510647 0.466115 -0.579945 0.0 0.0 0.0 0.025
C -4.988120 0.370462 0.653853 0.0 0.0 0.0 -0.237
C 3.049129 -1.368783 -0.448928 0.1 0.0 0.0 0.163
C 1.970503 1.021351 1.883681 -0.1 0.1 0.2 0.036
H -3.999993 -1.127069 1.886322 0.0 0.0 0.0 0.251
H -3.348673 1.960269 -1.850378 0.0 0.0 0.0 0.248
H -0.576169 -4.627964 0.771340 0.0 0.0 0.0 0.251
H -5.937479 0.315584 1.164327 0.0 0.0 0.0 0.251
H 4.943029 0.660866 -2.842796 -0.1 0.0 0.0 0.403
H 2.010631 4.159847 1.046012 0.0 0.0 0.0 0.212
H -5.579905 1.879165 -0.767964 0.0 0.0 0.0 0.244
H 0.698891 3.457904 2.026483 0.0 0.0 0.0 0.201
H 1.120317 -4.758332 0.180066 0.0 0.0 0.0 0.247
H 0.865633 2.993871 0.314866 0.0 0.0 0.0 0.198
H 3.560913 1.602099 -3.032322 0.0 0.0 0.0 0.396
H 3.203094 -2.113875 0.309799 0.0 0.0 -0.1 0.250
```
Forces are in eV/Å.

Output
**Calculated total energy**: -82944.068 eV
**HOMO-LUMO gap**: 7.0 eV
**Energy above the lowest of the compared OMol25 structures with the same formula, charge and spin**: 1.083 eV
**Charge**: +1
**F_max**: 0.0134 hartree/bohr

Formula: C9H12Cl2LaN3O3PYb
Source: OMol25
Level of theory: wB97M-V/def2-TZVPD

```
32
Properties=species:S:1:pos:R:3:forces:R:3:nbo_charge:R:1
Yb -2.155516 -0.776221 -4.178051 -2.1 -0.1 -0.8 1.650
La 1.404208 1.672958 -1.661763 1.2 0.1 -3.6 1.899
Cl -2.495277 -1.448764 -1.884494 0.3 0.0 0.8 -0.729
Cl -0.286730 3.473433 -2.320621 0.3 -0.8 0.2 -0.436
P 0.526843 -0.509609 -0.314099 0.2 -0.1 -0.6 0.688
O 0.499748 -2.074168 -6.256570 -4.3 1.4 2.9 -0.267
O 0.950570 0.784845 -5.149878 -4.5 -1.9 2.3 -0.331
O 1.520136 4.173041 0.865005 0.4 -4.3 -4.0 -0.208
N -1.166730 0.652608 1.482827 2.1 -1.0 -0.5 -0.201
N 1.088414 0.091336 2.319434 -0.6 0.0 -1.2 -0.359
N -0.513668 -1.721567 1.799966 1.0 2.5 -1.1 -0.082
C -0.413418 -1.752330 -5.618246 4.7 -2.9 -4.0 0.376
C -0.034013 0.354895 -4.690683 5.3 3.4 -2.1 0.383
C -1.612881 -0.737164 1.802850 -2.1 -0.3 0.9 -0.139
C -0.047745 -2.051424 0.458820 -0.8 -0.9 0.5 -0.545
C 1.731199 0.104961 0.969155 -0.3 -0.7 1.2 -0.547
C -0.769013 0.810003 0.065449 -1.0 -0.8 0.9 -0.572
C -0.052968 1.037871 2.382960 -0.1 -0.1 0.7 -0.114
C 0.584288 -1.269995 2.670340 0.5 -0.1 1.0 -0.132
C 1.579155 3.322180 0.075939 -0.1 6.7 6.0 0.378
H -1.635564 0.610324 -0.579567 0.1 0.3 0.1 0.310
H 2.126875 1.126839 0.767919 0.0 -0.5 0.5 0.204
H 0.201308 -1.223955 3.703602 0.3 -0.1 -0.3 0.285
H -0.413877 1.862614 -0.104808 -0.7 -0.5 0.4 0.226
H 1.414768 -1.986070 2.595591 -0.3 0.2 0.2 0.265
H -0.862463 -2.482281 -0.137043 0.2 0.1 0.1 0.321
H -2.375244 -1.046007 1.075871 0.1 0.1 0.3 0.264
H 2.579439 -0.594329 0.983653 0.0 0.3 0.0 0.302
H -0.436714 1.027350 3.417538 0.2 0.2 -0.4 0.284
H -2.026080 -0.714153 2.825012 0.0 0.0 -0.5 0.285
H 0.298252 2.044170 2.117575 -0.2 -0.2 0.2 0.227
H 0.792691 -2.761403 0.516309 -0.1 0.2 -0.1 0.316
```
Forces are in eV/Å.

Output
**Calculated total energy**: -86817.260 eV
**HOMO-LUMO gap (spin up / spin down)**: 7.0 / 5.4 eV
**Energy above the lowest of the compared OMol25 structures with the same formula, charge and spin**: 2.165 eV
**Spin multiplicity**: 2
**<S²>**: 0.761
**Charge**: +4
**F_max**: 0.1760 hartree/bohr

Formula: C9H12ClNO3S2
Source: OMol25
Level of theory: wB97M-V/def2-TZVPD

```
28
Properties=species:S:1:pos:R:3:forces:R:3:nbo_charge:R:1
Cl 0.972975 -1.704208 -0.509173 -1.5 0.4 0.3 0.022
S -4.421903 0.188130 -0.331983 -0.5 -0.7 -2.8 2.291
S 1.358878 -0.464897 2.352255 0.9 0.8 0.1 0.243
O -4.794432 -0.819123 -1.290110 1.4 -1.8 0.9 -0.940
O 5.379305 -1.245966 2.879278 -0.9 1.0 0.3 -0.718
O -5.489425 0.735013 0.394943 -2.1 -1.2 6.1 -0.953
N -4.358655 1.456689 -1.261070 2.2 3.2 -3.2 -1.109
C -2.741612 -0.003033 0.429794 1.1 -1.8 -1.6 -0.281
C 3.927799 0.456310 1.992853 -1.3 -0.9 -2.6 -0.427
C -0.369614 -0.845457 0.284017 -2.3 1.1 0.0 -0.010
C -1.696735 -0.778629 -0.279812 0.8 1.4 0.9 -0.189
C -2.462320 0.584494 1.634228 1.7 -0.5 -0.4 -0.181
C -1.156619 0.543038 2.174796 -0.6 -1.0 -0.9 -0.195
C 4.618311 -0.895122 1.736089 -0.7 -0.2 -0.7 -0.063
C 2.519429 0.523950 1.305264 1.4 -1.9 0.2 -0.492
C -0.143929 -0.151803 1.526336 -0.2 -1.2 -1.0 -0.213
H -4.758523 2.214282 -0.685169 0.3 -0.3 -1.3 0.407
H -1.830378 -1.134350 -1.305939 -0.3 -0.1 0.6 0.256
H 6.051263 -1.851212 2.634825 0.9 -0.9 -0.4 0.470
H -0.949580 0.893685 3.169259 0.0 0.4 0.1 0.240
H 5.260529 -0.814444 0.832535 -0.3 -0.1 0.4 0.164
H 2.167100 1.508832 1.176788 -0.5 1.2 0.2 0.215
H -3.203628 1.082065 2.158771 -1.4 0.9 0.9 0.235
H 4.465974 1.308922 1.647919 0.8 0.4 -0.5 0.212
H 2.622015 0.073834 0.304742 -0.3 0.1 0.4 0.214
H 3.794190 0.619087 2.992787 -0.2 0.1 2.8 0.218
H -4.916615 1.176700 -2.090146 0.6 0.8 0.6 0.419
H 3.831476 -1.691309 1.506759 0.9 0.9 0.4 0.165
```
Forces are in eV/Å.

Output
**Calculated total energy**: -51350.068 eV
**HOMO-LUMO gap**: 8.9 eV
**Energy above the lowest of the compared OMol25 structures with the same formula, charge and spin**: 1.910 eV
**F_max**: 0.1278 hartree/bohr

Formula: C9H12ClNP
Source: OMol25
Level of theory: wB97M-V/def2-TZVPD

```
24
Properties=species:S:1:pos:R:3:forces:R:3:nbo_charge:R:1
Cl 3.375582 -1.565087 -0.870052 2.6 -1.4 -1.6 -0.226
P 2.297439 -0.677944 0.516941 -2.9 -1.1 -0.8 1.007
N 1.771105 2.064677 0.583636 -1.6 -4.1 -2.3 -0.518
C 0.267969 1.014813 -1.118868 -1.5 2.1 0.7 -0.467
C -1.856816 -1.968444 -0.226606 -2.6 1.4 -0.9 -0.166
C -1.507722 -0.684425 -0.612904 -3.8 1.8 -0.4 -0.199
C -0.213703 -0.259250 -0.622198 -0.8 0.7 -0.7 -0.037
C 0.452477 -2.465923 -0.145095 -1.2 -3.2 0.6 -0.240
C 0.321153 2.012763 0.065381 -0.3 -1.2 2.3 -0.203
C 2.177521 0.806013 1.325766 -1.0 3.6 -0.6 -0.449
C 0.734935 -1.139518 -0.126436 2.5 1.3 1.6 -0.318
C -0.855275 -2.882425 -0.146878 2.5 -4.5 -0.5 -0.156
H -0.514971 1.368664 -1.785523 0.2 0.4 -0.3 0.263
H -2.934749 -2.182082 -0.284261 0.8 -0.4 0.3 0.239
H -0.976357 -4.034163 -0.243987 -0.3 2.2 0.6 0.249
H 1.223425 -3.196965 0.016741 0.2 -0.2 -0.1 0.234
H 3.108710 1.012245 1.771054 0.9 0.4 1.3 0.219
H 0.039192 3.021875 -0.178295 -0.2 0.4 -0.1 0.232
H 2.250428 2.204304 -0.295846 1.0 -0.2 -0.5 0.402
H -2.505737 -0.068195 -0.886491 3.0 -0.8 0.4 0.242
H 2.318487 -1.367419 1.684584 1.0 -1.0 0.6 0.009
H 1.241485 1.040358 -1.607240 0.0 -0.5 -0.3 0.215
H 1.935443 2.849842 1.076044 0.6 3.2 2.7 0.423
H -0.260849 1.594027 0.979855 0.7 1.0 -1.7 0.247
```
Forces are in eV/Å.

Output
**Calculated total energy**: -32815.352 eV
**HOMO-LUMO gap (spin up / spin down)**: 5.0 / 4.7 eV
**Spin multiplicity**: 3
**<S²>**: 2.020
**Charge**: +1
**F_max**: 0.1005 hartree/bohr